*w*
{
  "formula": "C5H8O2",
  "method": "ωB97M-V/def2-TZVPD",
  "lumo_ev": [-0.44, -0.45],
  "spin_multiplicity": 1,
  "gap_ev": [7.141, 7.135],
  "species": ["O", "C", "C", "C", "C", "C", "O", "H", "H", "H", "H", "H", "H", "H", "H"],
  "positions_angstrom": [[2.095, -0.705, -0.280], [0.964, -0.198, 0.065], [0.554, 1.182, -0.452], [-0.906, 0.784, -0.732], [-1.374, 0.163, 0.591], [-0.375, -0.899, 0.112], [-0.741, -0.562, -1.266], [2.043, -1.558, 0.319], [1.466, -1.587, 1.688], [0.658, 2.012, 0.256], [1.118, 1.409, -1.360], [-1.523, 1.427, -1.360], [-1.194, 0.700, 1.525], [-2.394, -0.218, 0.522], [-0.392, -1.951, 0.371]],
  "lowdin_charge": [0.0327, -0.2760, -0.0313, -0.2578, -0.0278, -0.2562, -0.0443, 0.0486, 0.0220, 0.1354, 0.1338, 0.1527, 0.1222, 0.1248, 0.1212]
}

---

*x*
{
  "formula": "C5H8O2",
  "method": "ωB97M-V/def2-TZVPD",
  "lumo_ev": 0.50,
  "spin_multiplicity": 1,
  "gap_ev": 8.191,
  "species": ["C", "C", "C", "C", "O", "C", "O", "H", "H", "H", "H", "H", "H", "H", "H"],
  "positions_angstrom": [[1.859, -0.102, 0.621], [0.467, 0.088, 0.061], [-0.207, -1.026, -0.739], [-0.753, 0.217, 1.014], [-1.368, -1.203, 0.191], [-1.104, 1.343, 0.012], [0.236, 1.377, -0.525], [2.662, -0.029, -0.123], [1.921, -1.077, 1.115], [2.024, 0.668, 1.382], [-0.562, -0.692, -1.718], [0.292, -1.992, -0.792], [-2.231, -0.983, -0.197], [-1.844, 1.124, -0.785], [-1.391, 2.288, 0.483]],
  "lowdin_charge": [-0.0082, -0.5460, -0.0427, 0.0465, -0.0599, -0.1928, -0.0774, 0.0848, 0.0881, 0.0883, 0.1363, 0.1287, 0.1337, 0.1135, 0.1071]
}

---

*y*
{
  "formula": "C5H8O2",
  "method": "ωB97M-V/def2-TZVPD",
  "lumo_ev": 0.56,
  "spin_multiplicity": 1,
  "gap_ev": 9.333,
  "species": ["C", "C", "O", "C", "C", "O", "C", "H", "H", "H", "H", "H", "H", "H", "H"],
  "positions_angstrom": [[-1.073, -0.115, 1.360], [-0.276, 0.482, 0.225], [-0.476, 1.882, 0.069], [1.242, 0.208, 0.121], [0.941, -0.367, -1.253], [0.389, -1.681, -1.004], [-0.525, 0.004, -1.226], [-0.858, -1.184, 1.459], [-0.823, 0.390, 2.300], [-2.147, 0.002, 1.172], [-1.382, 1.992, -0.260], [1.808, 1.141, 0.092], [1.691, -0.491, 0.832], [1.626, -0.340, -2.103], [-0.139, -1.923, -1.785]],
  "lowdin_charge": [-0.0155, -0.6099, -0.0059, -0.0456, -0.3420, -0.0094, 0.1718, 0.0850, 0.0894, 0.0858, 0.1018, 0.1234, 0.1213, 0.1385, 0.1114]
}

---

*z*
{
  "formula": "C5H8O2",
  "method": "ωB97M-V/def2-TZVPD",
  "lumo_ev": 0.63,
  "smiles": "O=CCCCC=O",
  "spin_multiplicity": 1,
  "gap_ev": 10.586,
  "species": ["O", "C", "C", "C", "C", "C", "O", "H", "H", "H", "H", "H", "H", "H", "H"],
  "positions_angstrom": [[1.246, -2.368, 0.349], [0.365, -1.760, -0.175], [-0.844, -1.152, 0.515], [-0.603, 0.361, 0.801], [-0.235, 1.113, -0.473], [1.263, 1.229, -0.694], [1.801, 1.509, -1.729], [0.276, -1.502, -1.257], [-1.706, -1.247, -0.146], [-1.049, -1.644, 1.467], [-1.473, 0.763, 1.318], [0.218, 0.558, 1.499], [-0.695, 0.769, -1.397], [-0.411, 2.194, -0.329], [1.846, 1.178, 0.250]],
  "lowdin_charge": [0.0837, -0.2903, -0.1487, -0.1961, -0.1723, -0.2922, 0.0605, 0.1277, 0.1137, 0.1142, 0.1086, 0.1097, 0.1212, 0.1328, 0.1275]
}

---

Energy comparison, zero being the most stable, in kJ/mol: *w* 473.8; *x* 423.0; *y* 349.3; *z* 0.0.

---

*w*
{
  "formula": "C5H8O2",
  "method": "ωB97M-V/def2-TZVPD",
  "lumo_ev": 0.79,
  "spin_multiplicity": 1,
  "gap_ev": 9.852,
  "species": ["C", "C", "C", "O", "C", "C", "O", "H", "H", "H", "H", "H", "H", "H", "H"],
  "positions_angstrom": [[-1.338, 1.065, -0.327], [-0.135, 0.246, 0.030], [0.087, -0.402, 1.411], [1.518, -0.339, 1.300], [1.398, 0.300, 0.048], [0.655, -0.487, -1.000], [0.496, -1.843, -1.255], [-1.620, 1.815, 0.418], [-1.185, 1.555, -1.292], [-2.185, 0.375, -0.450], [-0.266, -1.425, 1.607], [-0.253, 0.245, 2.232], [2.075, 1.116, -0.193], [0.803, 0.013, -1.961], [-0.049, -2.235, -0.566]],
  "lowdin_charge": [-0.0236, -0.3249, -0.1043, -0.0484, -0.1511, -0.2659, 0.0212, 0.0772, 0.0822, 0.0876, 0.1212, 0.1307, 0.1490, 0.1582, 0.0909]
}

---

*x*
{
  "formula": "C5H8O2",
  "method": "ωB97M-V/def2-TZVPD",
  "lumo_ev": 0.24,
  "spin_multiplicity": 1,
  "gap_ev": 9.040,
  "species": ["C", "C", "O", "C", "O", "C", "C", "H", "H", "H", "H", "H", "H", "H", "H"],
  "positions_angstrom": [[0.963, -0.691, -1.486], [0.129, 0.403, -0.838], [-0.460, 1.246, -1.517], [-1.141, -0.428, 0.384], [-2.217, 0.304, 0.533], [0.520, 0.714, 0.667], [-0.233, -0.324, 1.544], [1.868, -0.246, -1.918], [1.258, -1.467, -0.773], [0.390, -1.147, -2.296], [-2.583, 0.475, -0.356], [0.172, 1.724, 0.880], [1.605, 0.623, 0.776], [0.371, -1.218, 1.706], [-0.636, 0.080, 2.476]],
  "lowdin_charge": [-0.0284, -0.5686, -0.0015, -0.1306, 0.0818, -0.0956, -0.1297, 0.0879, 0.0783, 0.0863, 0.1367, 0.1272, 0.1275, 0.1127, 0.1161]
}

---

*y*
{
  "formula": "C5H8O2",
  "method": "ωB97M-V/def2-TZVPD",
  "lumo_ev": 0.76,
  "smiles": "O=C1CC(CO)C1",
  "spin_multiplicity": 1,
  "gap_ev": 10.343,
  "species": ["O", "C", "C", "C", "C", "O", "C", "H", "H", "H", "H", "H", "H", "H", "H"],
  "positions_angstrom": [[-0.387, 2.355, 2.145], [-0.095, 1.474, 1.382], [0.886, 1.365, 0.213], [0.225, -0.002, -0.142], [0.950, -1.230, -0.677], [0.366, -1.435, -2.007], [-0.604, 0.046, 1.179], [1.929, 1.360, 0.556], [0.775, 2.149, -0.542], [-0.362, 0.020, -1.087], [0.819, -2.121, -0.050], [2.015, -1.060, -0.870], [-0.448, -1.960, -1.956], [-0.288, -0.610, 2.004], [-1.690, -0.038, 1.080]],
  "lowdin_charge": [0.1001, -0.3925, -0.0427, -0.2671, -0.1875, -0.1109, -0.0464, 0.1243, 0.1196, 0.1358, 0.1181, 0.1193, 0.0894, 0.1241, 0.1164]
}

---

Energy comparison, zero being the most stable, in kJ/mol: *w* 98.4; *x* 127.3; *y* 0.0.

---

*w*
{
  "formula": "C6H7N",
  "method": "ωB97M-V/def2-TZVPD",
  "lumo_ev": 1.05,
  "smiles": "C1=C[C@H]2C=C[C@@H]1N2",
  "spin_multiplicity": 1,
  "gap_ev": 9.549,
  "species": ["C", "C", "C", "C", "C", "C", "N", "H", "H", "H", "H", "H", "H", "H"],
  "positions_angstrom": [[-0.776, -0.499, -1.214], [0.540, -0.383, -1.381], [1.092, -0.258, -0.074], [0.637, 1.173, 0.511], [-0.717, 0.967, 0.750], [-1.019, -0.649, 0.270], [0.265, -1.189, 0.738], [-1.454, -0.427, -1.993], [0.957, -0.016, -2.324], [2.180, -0.381, 0.146], [1.175, 2.021, 0.878], [-1.462, 1.704, 1.230], [-1.717, -1.340, 0.626], [0.299, -0.722, 1.836]],
  "lowdin_charge": [-0.0532, -0.0919, -0.3498, -0.0353, -0.0160, -0.2428, -0.0308, 0.0829, 0.1198, 0.1389, 0.0771, 0.1035, 0.1045, 0.1931]
}

---

*x*
{
  "formula": "C6H7N",
  "method": "ωB97M-V/def2-TZVPD",
  "lumo_ev": 1.06,
  "spin_multiplicity": 1,
  "gap_ev": 8.512,
  "species": ["C", "C", "C", "C", "C", "C", "N", "H", "H", "H", "H", "H", "H", "H"],
  "positions_angstrom": [[1.617, -0.938, 0.248], [0.771, -0.373, -0.846], [-1.271, 0.876, 0.306], [1.985, 0.272, 0.697], [1.188, 0.994, -0.365], [-2.374, -0.131, 0.205], [-0.160, 0.569, -0.172], [1.755, -1.946, 0.590], [0.531, -0.735, -1.827], [2.513, 0.634, 1.556], [1.418, 1.907, -0.884], [-2.018, -1.152, 0.372], [-2.796, -0.084, -0.800], [-3.158, 0.108, 0.920]],
  "lowdin_charge": [-0.0220, -0.1284, -0.1113, -0.0069, -0.1679, -0.1275, -0.0815, 0.0912, 0.1331, 0.0924, 0.1426, 0.0663, 0.0701, 0.0498]
}

---

Energy comparison, zero being the most stable, in kJ/mol: *w* 0.0; *x* 155.5.

---

*w*
{
  "formula": "C5H12O4",
  "method": "ωB97M-V/def2-TZVPD",
  "lumo_ev": [-2.61, -0.01],
  "spin_multiplicity": 1,
  "gap_ev": [6.743, 9.832],
  "species": ["C", "C", "C", "C", "O", "O", "H", "H", "H", "H", "H", "H", "H", "H", "C", "O", "O", "H", "H", "H", "H"],
  "positions_angstrom": [[0.953, -0.112, -0.597], [2.043, 0.900, -0.920], [-1.287, 1.192, -0.851], [-0.245, 0.657, 0.200], [1.423, -1.185, 0.155], [0.137, 1.511, 1.033], [1.257, -1.029, 1.119], [0.528, -0.522, -1.518], [1.663, 1.718, -1.534], [2.449, 1.317, 0.001], [2.838, 0.389, -1.466], [-0.750, 1.892, -1.486], [-1.695, 0.384, -1.454], [-2.076, 1.711, -0.314], [-1.518, -1.664, 0.466], [-1.107, -0.411, 1.012], [0.134, -0.888, 2.412], [0.164, 0.037, 2.711], [-1.963, -2.230, 1.283], [-0.669, -2.199, 0.041], [-2.281, -1.467, -0.293]],
  "lowdin_charge": [-0.3312, -0.0254, 0.0469, -0.5318, -0.0298, 0.1498, 0.0676, 0.1469, 0.0826, 0.0894, 0.0896, 0.0883, 0.0833, 0.0961, -0.0683, -0.2006, -0.0625, 0.0369, 0.0971, 0.0887, 0.0861]
}

---

*x*
{
  "formula": "C5H12O4",
  "method": "ωB97M-V/def2-TZVPD",
  "lumo_ev": 0.57,
  "smiles": "C[C@H](O)CC(O)(O)CO",
  "spin_multiplicity": 1,
  "gap_ev": 9.018,
  "species": ["C", "C", "O", "C", "C", "O", "O", "C", "O", "H", "H", "H", "H", "H", "H", "H", "H", "H", "H", "H", "H"],
  "positions_angstrom": [[-1.359, -2.184, 0.637], [-1.505, -0.679, 0.544], [-2.030, -0.376, -0.768], [0.071, 0.195, 0.770], [0.427, 1.056, -0.357], [0.146, 0.664, -1.629], [0.115, 2.389, -0.180], [2.205, 0.916, 0.022], [2.903, 0.923, -1.209], [-1.116, -2.475, 1.663], [-2.276, -2.721, 0.352], [-0.557, -2.536, -0.023], [-2.245, -0.339, 1.277], [-2.936, -0.024, -0.724], [-0.093, 0.775, 1.678], [0.690, -0.682, 0.946], [-0.717, 0.157, -1.604], [0.531, 2.879, -0.910], [2.626, 0.121, 0.643], [2.437, 1.860, 0.517], [2.684, 0.080, -1.644]],
  "lowdin_charge": [-0.0786, -0.2933, -0.0854, -0.0136, -0.5861, 0.0373, 0.0322, -0.1378, -0.0873, 0.0808, 0.0823, 0.0838, 0.1241, 0.1217, 0.1218, 0.0915, 0.0874, 0.1233, 0.1008, 0.1040, 0.0911]
}

---

Energy comparison, zero being the most stable, in kJ/mol: *w* 287.5; *x* 0.0.

---

*w*
{
  "formula": "C4H12",
  "method": "ωB97M-V/def2-TZVPD",
  "lumo_ev": 1.16,
  "smiles": "CC.CC",
  "spin_multiplicity": 1,
  "gap_ev": 12.752,
  "species": ["C", "C", "H", "H", "H", "H", "H", "H", "C", "C", "H", "H", "H", "H", "H", "H"],
  "positions_angstrom": [[-1.635, -0.366, -1.184], [-2.166, -1.020, 0.095], [-2.319, -0.456, -2.024], [-1.423, 0.698, -1.051], [-0.641, -0.722, -1.465], [-1.452, -1.724, 0.509], [-3.075, -1.591, -0.097], [-2.402, -0.282, 0.831], [2.174, 0.364, -0.105], [1.640, 1.054, 1.165], [3.224, 0.113, -0.023], [1.564, -0.535, -0.226], [1.949, 0.898, -1.029], [1.191, 0.287, 1.794], [2.423, 1.420, 1.834], [0.947, 1.864, 0.976]],
  "lowdin_charge": [-0.1673, -0.1603, 0.0580, 0.0575, 0.0477, 0.0569, 0.0594, 0.0486, -0.1619, -0.1662, 0.0577, 0.0449, 0.0587, 0.0546, 0.0558, 0.0558]
}

---

*x*
{
  "formula": "C4H12",
  "method": "ωB97M-V/def2-TZVPD",
  "lumo_ev": 1.12,
  "smiles": "CC.CC",
  "spin_multiplicity": 1,
  "gap_ev": 12.247,
  "species": ["C", "C", "H", "H", "H", "H", "H", "H", "C", "C", "H", "H", "H", "H", "H", "H"],
  "positions_angstrom": [[1.146, 0.927, -0.865], [2.223, -0.122, -1.049], [0.472, 0.790, -1.685], [0.821, 0.676, 0.048], [1.259, 2.092, -0.889], [2.527, -0.875, -0.301], [1.814, -0.681, -2.025], [3.090, 0.334, -1.420], [-1.834, -0.325, 0.273], [-1.483, -0.485, 1.786], [-2.771, -0.753, 0.178], [-1.723, 0.722, -0.238], [-1.084, -0.765, -0.272], [-2.085, -1.363, 2.210], [-1.896, 0.412, 2.360], [-0.476, -0.585, 1.889]],
  "lowdin_charge": [-0.1907, -0.1642, 0.0483, -0.0092, 0.1144, 0.0717, 0.1088, 0.0251, -0.1658, -0.1468, 0.0290, 0.1006, 0.0061, 0.0866, 0.0826, 0.0034]
}

---

Energy comparison, zero being the most stable, in kJ/mol: *w* 0.0; *x* 154.7.